No. 1
59
Properties=species:S:1:pos:R:3:forces:R:3 method="wB97M-V/def2-TZVPD" charge=+2 multiplicity=5 energy_ha=-3549.0617 homo_ev="-14.15 / -14.03" homo_lumo_gap_ha="0.2883 / 0.2345"
C 3.1564 -3.6192 -1.6386 0.539 0.033 0.153
C 1.9864 -2.7720 -1.5133 -4.721 -0.110 -1.256
H 2.9203 -4.6133 -2.0088 -0.275 0.034 -0.002
H 3.6350 -3.6423 -0.6643 0.269 -0.196 0.011
H 3.8284 -3.1190 -2.3392 0.174 0.032 -0.003
O 0.8335 -2.7924 -1.8860 4.597 -0.340 2.103
Cl 2.5337 -1.1362 -0.4275 0.187 -0.866 -0.122
Co 0.3386 -0.3150 -0.1230 0.767 1.487 0.661
P 0.1290 -1.0748 2.0646 0.360 -0.257 1.872
C -1.4221 -1.5908 2.8855 -0.432 0.142 -0.074
C 1.1009 -2.6054 1.9272 0.388 -0.270 -0.002
H 1.0092 -3.2844 2.7956 -0.087 0.420 -0.413
H 1.4063 -0.5505 4.1186 0.058 -0.167 -0.150
H 2.1536 -2.2715 1.8306 -0.593 -0.537 0.067
H 1.8861 0.4231 2.6823 -0.078 -0.015 0.312
H -2.1204 -2.0262 2.1585 0.219 -0.045 0.165
H 0.7683 -3.1204 1.0018 0.327 0.027 0.602
C 1.0473 -0.0104 3.2414 -0.200 -0.147 -0.099
H -1.2491 -2.3188 3.6899 0.228 0.142 -0.327
H 0.3894 0.7884 3.5940 0.203 -0.146 -0.129
H -1.9326 -0.7258 3.3267 0.337 -0.280 -0.145
P 0.3454 0.9225 -2.0388 0.321 1.252 -1.231
C -1.0569 1.2975 -3.1519 -0.179 0.163 0.423
C 1.3591 2.4303 -1.7979 -0.210 -0.123 -0.056
H 2.2953 -0.2252 -2.5722 -0.339 -0.145 -0.811
H 1.3696 0.0496 -4.1032 -0.115 -0.067 0.327
H 0.8401 -1.2354 -2.9089 0.315 1.123 -0.736
C 1.2994 -0.2376 -3.0453 0.430 0.085 -0.146
H 2.1875 2.1684 -1.1168 -0.188 0.185 -0.391
H 1.7306 2.8203 -2.7531 0.040 -0.086 0.245
H -0.6753 1.5508 -4.1560 -0.143 -0.173 0.445
H -1.6463 2.1302 -2.7493 0.165 -0.189 -0.198
H 0.7362 3.1952 -1.3095 0.262 -0.277 -0.249
H -1.7076 0.4109 -3.1924 0.199 0.247 -0.177
C -1.3690 -0.8633 -0.3278 -6.089 -1.419 -0.312
O -2.5234 -0.9231 -0.2841 3.436 0.144 -0.197
C -1.8949 2.5980 4.8704 0.145 0.160 -1.266
C -2.7059 1.7498 4.0902 0.393 0.552 0.711
C -2.3742 1.4664 2.7742 0.083 -0.485 -1.043
C -1.2188 2.0005 2.1734 -0.428 0.761 3.494
C -0.4750 2.9453 2.9152 -0.170 -0.340 0.334
C -0.8047 3.2462 4.2396 -0.766 -0.984 -0.117
N -0.9356 1.7534 0.8602 0.355 -0.766 -1.085
C -1.4336 2.8464 0.1722 -1.056 2.221 -1.705
C -2.6748 2.6938 -0.4942 1.142 -1.959 0.627
C -3.2988 3.7561 -1.0966 -0.414 0.731 -0.309
C -2.7423 5.0383 -1.0252 -0.060 -0.857 0.408
C -1.5603 5.2150 -0.2990 -0.076 1.202 -0.497
C -0.8909 4.1635 0.2678 0.521 -1.498 0.688
H -2.1524 2.8094 5.9032 0.062 -0.001 -0.176
H -3.6184 1.3453 4.5254 0.228 -0.029 -0.148
H -3.0150 0.8249 2.1383 0.291 0.442 0.584
H 0.3866 3.4038 2.4469 -0.009 -0.034 0.297
H -0.2272 3.9751 4.7794 0.194 0.081 0.118
H -3.0962 1.6557 -0.4625 0.117 1.206 -0.284
H -4.2506 3.5787 -1.5990 0.253 0.189 0.098
H -3.2625 5.8650 -1.4794 0.063 0.174 -0.012
H -1.1530 6.2291 -0.1653 -0.185 -0.565 -0.201
H 0.0555 4.3054 0.8275 -0.860 0.139 -0.678


No. 2
64
Properties=species:S:1:pos:R:3:forces:R:3 method="wB97M-V/def2-TZVPD" charge=0 multiplicity=1 energy_ha=-1461.7234 homo_ev=-7.81 e_above_lowest_ev=0.095 homo_lumo_gap_ha=0.3011 smiles="Cc1ccc(NC(=O)[C@H]2CC[C@@H](CNc3c(N4CCC(C)CC4)c(=O)c3=O)CC2)cc1F"
C -9.1166 -2.6489 0.8600 0.032 -0.046 -0.144
C -7.9236 -1.7966 0.5603 -0.035 -0.045 -0.147
C -7.2764 -1.0422 1.5295 -0.015 -0.099 -0.335
C -6.1702 -0.2653 1.2393 0.204 0.186 0.157
C -5.6698 -0.2230 -0.0582 -0.384 -0.214 0.242
N -4.5596 0.5386 -0.4268 0.006 -0.133 -0.398
C -3.7769 1.3482 0.3472 0.187 0.221 -0.540
O -3.9733 1.5727 1.5183 -0.030 0.006 0.329
C -2.6159 1.9541 -0.4372 0.127 -0.004 0.417
C -1.5885 0.8698 -0.7811 -0.032 0.134 -0.218
C -0.3974 1.4692 -1.5266 0.089 -0.035 0.144
C 0.2697 2.6112 -0.7538 -0.009 0.053 0.005
C 1.0396 2.1066 0.4776 -0.322 0.396 -0.108
N 2.2502 1.4039 0.1136 0.393 -0.175 -0.175
C 2.3076 0.0598 0.0793 0.444 -0.002 -0.158
C 3.2358 -0.9026 -0.3416 -0.014 0.382 -0.002
N 4.4592 -0.9063 -0.8960 -0.415 0.052 -0.096
C 5.3488 0.2322 -0.8409 0.124 0.295 0.280
C 6.3025 0.1076 0.3504 0.076 -0.084 -0.372
C 7.0942 -1.1996 0.2619 -0.111 -0.040 0.403
C 8.0147 -1.3633 1.4670 -0.073 0.047 -0.308
C 6.1157 -2.3714 0.1531 0.102 0.191 -0.387
C 5.1599 -2.1693 -1.0239 0.136 -0.549 0.139
C 2.3193 -2.0051 0.0024 0.081 -0.753 -0.278
O 2.3375 -3.2058 -0.1547 -0.035 0.341 0.166
C 1.3652 -0.9678 0.5422 -0.530 0.140 0.477
O 0.3110 -0.9499 1.1411 0.264 -0.079 -0.213
C -0.7762 3.6615 -0.3705 0.080 -0.143 0.052
C -1.9491 3.0529 0.3878 -0.142 0.091 -0.250
C -6.3001 -0.9706 -1.0513 -0.090 -0.069 0.020
C -7.4010 -1.7335 -0.7259 0.127 0.165 0.206
F -7.9952 -2.4472 -1.7119 0.037 0.051 0.142
H -9.9226 -2.4340 0.1599 -0.098 -0.046 0.028
H -8.8614 -3.7031 0.7522 -0.084 -0.079 0.024
H -9.4682 -2.4758 1.8732 -0.035 -0.002 0.056
H -7.6497 -1.0641 2.5424 -0.052 -0.007 0.108
H -5.6880 0.3087 2.0117 0.003 0.009 0.010
H -4.2934 0.4417 -1.3968 0.058 0.099 0.203
H -3.0085 2.3874 -1.3663 -0.016 -0.008 0.002
H -1.2558 0.3826 0.1358 -0.051 -0.057 0.016
H -2.0386 0.0969 -1.4086 0.013 -0.069 0.051
H -0.7382 1.8577 -2.4906 0.038 -0.033 -0.065
H 0.3321 0.6811 -1.7286 0.017 -0.002 -0.114
H 1.0025 3.0911 -1.4182 -0.010 -0.029 0.068
H 0.4295 1.4276 1.0696 0.033 0.046 0.093
H 1.3205 2.9618 1.1015 -0.107 -0.076 0.024
H 2.9208 1.9369 -0.4226 -0.082 -0.181 0.087
H 4.7693 1.1522 -0.7700 0.037 -0.015 -0.091
H 5.9246 0.2558 -1.7730 -0.065 0.075 0.034
H 6.9818 0.9615 0.3658 0.019 0.060 0.049
H 5.7201 0.1179 1.2749 -0.022 0.036 0.078
H 7.7074 -1.1720 -0.6470 -0.027 0.005 -0.035
H 8.5836 -2.2864 1.3880 0.093 -0.102 0.051
H 8.7138 -0.5326 1.5311 0.107 0.075 0.067
H 7.4349 -1.3964 2.3868 -0.061 -0.007 0.133
H 6.6600 -3.3068 0.0203 0.012 -0.079 0.043
H 5.5323 -2.4479 1.0732 -0.031 -0.046 0.083
H 4.4288 -2.9761 -1.0643 0.048 0.071 -0.083
H 5.7225 -2.1486 -1.9634 -0.027 -0.028 0.014
H -1.1488 4.1305 -1.2850 0.018 0.077 -0.026
H -0.3111 4.4429 0.2342 0.011 0.078 -0.034
H -1.6172 2.6280 1.3347 -0.056 -0.002 0.092
H -2.6819 3.8281 0.6186 0.025 -0.033 0.112
H -5.9423 -0.9664 -2.0702 0.023 -0.011 -0.129


No. 3
51
Properties=species:S:1:pos:R:3:forces:R:3 method="wB97M-V/def2-TZVPD" charge=0 multiplicity=1 energy_ha=-2622.1114 homo_ev=-7.94 e_above_lowest_ev=0.000 homo_lumo_gap_ha=0.2101
Cl 3.0821 -1.6637 0.9858 -0.403 0.543 0.006
B 2.1896 -0.0412 0.9986 1.592 0.356 0.132
Cl 2.5925 0.9674 2.5462 -0.285 -0.345 -0.516
Cl 2.5535 0.9784 -0.5281 -0.300 -0.300 0.417
O 0.7292 -0.3615 1.0290 -2.125 1.053 0.088
C -0.1889 0.5267 1.0586 1.159 -1.328 -0.319
C -1.5692 0.1514 1.0356 -0.683 -0.270 0.058
C -2.5283 1.1906 1.0430 0.309 -0.454 -0.015
C -3.8816 0.8831 1.0286 -0.182 -0.177 -0.018
C -4.2955 -0.4589 1.0048 0.530 0.274 0.029
C -3.3459 -1.4950 0.9916 -0.016 -0.025 -0.018
C -1.9873 -1.2086 1.0022 0.001 0.597 0.038
H 0.0789 1.5872 1.0590 0.173 -0.142 0.088
H -2.1723 2.2202 1.0478 -0.202 -0.162 0.046
H -4.6197 1.6863 1.0330 0.205 -0.274 0.002
H -5.3596 -0.6979 0.9945 0.311 0.070 0.005
H -3.6799 -2.5361 0.9689 0.131 0.405 0.006
H -1.2355 -1.9970 0.9820 -0.207 0.197 0.033
C -2.8809 -2.1804 9.5595 0.041 -0.040 0.076
Si -2.9703 -1.1664 7.9982 0.640 0.813 -0.060
C -2.5225 -2.1727 6.4939 -0.116 -0.196 -0.149
C -4.6319 -0.3325 7.8323 -0.260 -0.139 -0.070
O -1.7935 0.0480 8.1524 -0.064 0.045 0.335
C -1.4305 0.9887 7.2218 1.494 -1.305 -1.266
C -0.3691 0.7722 6.3746 -1.601 -0.102 1.840
C -0.0681 1.7437 5.3096 0.120 1.075 -0.634
C -1.3567 2.4072 4.7790 0.482 -0.352 -0.360
C -2.2274 2.9000 5.8908 -0.321 0.158 0.626
C -2.2320 2.2081 7.1258 -0.837 0.445 -0.343
C -3.0874 2.6331 8.1603 0.305 -0.099 -0.302
C -3.8978 3.7475 7.9807 0.049 0.213 -0.335
C -3.8844 4.4403 6.7586 -0.006 -0.299 0.229
C -3.0722 3.9975 5.7157 0.134 -0.054 0.249
H -3.6388 -2.9764 9.5264 0.161 0.155 0.033
H -1.8969 -2.6529 9.6778 -0.206 0.101 -0.053
H -3.0700 -1.5685 10.4514 0.018 -0.108 -0.209
H -3.2667 -2.9686 6.3456 0.184 0.111 -0.035
H -2.4918 -1.5597 5.5820 -0.022 -0.099 0.237
H -1.5367 -2.6431 6.6165 -0.234 0.109 -0.011
H -5.4122 -1.0999 7.7249 0.064 0.189 0.019
H -4.8685 0.2717 8.7191 0.069 -0.173 -0.196
H -4.6825 0.3284 6.9565 0.051 -0.146 0.168
H 0.2990 -0.0667 6.5508 -0.278 -0.048 -0.085
H 0.5769 2.5525 5.6980 0.011 -0.196 -0.092
H 0.4886 1.2763 4.4872 -0.130 0.095 0.194
H -1.1027 3.2368 4.1063 -0.040 -0.122 0.119
H -1.9142 1.6730 4.1725 0.017 0.030 0.152
H -3.1064 2.0721 9.0975 0.031 0.202 -0.315
H -4.5537 4.0745 8.7871 0.175 -0.032 -0.198
H -4.5136 5.3173 6.6205 0.076 -0.192 0.040
H -3.0759 4.5041 4.7466 -0.016 -0.057 0.337


What did the third record say?
51
Properties=species:S:1:pos:R:3:forces:R:3 method="wB97M-V/def2-TZVPD" charge=0 multiplicity=1 energy_ha=-2622.1114 homo_ev=-7.94 e_above_lowest_ev=0.000 homo_lumo_gap_ha=0.2101
Cl 3.0821 -1.6637 0.9858 -0.403 0.543 0.006
B 2.1896 -0.0412 0.9986 1.592 0.356 0.132
Cl 2.5925 0.9674 2.5462 -0.285 -0.345 -0.516
Cl 2.5535 0.9784 -0.5281 -0.300 -0.300 0.417
O 0.7292 -0.3615 1.0290 -2.125 1.053 0.088
C -0.1889 0.5267 1.0586 1.159 -1.328 -0.319
C -1.5692 0.1514 1.0356 -0.683 -0.270 0.058
C -2.5283 1.1906 1.0430 0.309 -0.454 -0.015
C -3.8816 0.8831 1.0286 -0.182 -0.177 -0.018
C -4.2955 -0.4589 1.0048 0.530 0.274 0.029
C -3.3459 -1.4950 0.9916 -0.016 -0.025 -0.018
C -1.9873 -1.2086 1.0022 0.001 0.597 0.038
H 0.0789 1.5872 1.0590 0.173 -0.142 0.088
H -2.1723 2.2202 1.0478 -0.202 -0.162 0.046
H -4.6197 1.6863 1.0330 0.205 -0.274 0.002
H -5.3596 -0.6979 0.9945 0.311 0.070 0.005
H -3.6799 -2.5361 0.9689 0.131 0.405 0.006
H -1.2355 -1.9970 0.9820 -0.207 0.197 0.033
C -2.8809 -2.1804 9.5595 0.041 -0.040 0.076
Si -2.9703 -1.1664 7.9982 0.640 0.813 -0.060
C -2.5225 -2.1727 6.4939 -0.116 -0.196 -0.149
C -4.6319 -0.3325 7.8323 -0.260 -0.139 -0.070
O -1.7935 0.0480 8.1524 -0.064 0.045 0.335
C -1.4305 0.9887 7.2218 1.494 -1.305 -1.266
C -0.3691 0.7722 6.3746 -1.601 -0.102 1.840
C -0.0681 1.7437 5.3096 0.120 1.075 -0.634
C -1.3567 2.4072 4.7790 0.482 -0.352 -0.360
C -2.2274 2.9000 5.8908 -0.321 0.158 0.626
C -2.2320 2.2081 7.1258 -0.837 0.445 -0.343
C -3.0874 2.6331 8.1603 0.305 -0.099 -0.302
C -3.8978 3.7475 7.9807 0.049 0.213 -0.335
C -3.8844 4.4403 6.7586 -0.006 -0.299 0.229
C -3.0722 3.9975 5.7157 0.134 -0.054 0.249
H -3.6388 -2.9764 9.5264 0.161 0.155 0.033
H -1.8969 -2.6529 9.6778 -0.206 0.101 -0.053
H -3.0700 -1.5685 10.4514 0.018 -0.108 -0.209
H -3.2667 -2.9686 6.3456 0.184 0.111 -0.035
H -2.4918 -1.5597 5.5820 -0.022 -0.099 0.237
H -1.5367 -2.6431 6.6165 -0.234 0.109 -0.011
H -5.4122 -1.0999 7.7249 0.064 0.189 0.019
H -4.8685 0.2717 8.7191 0.069 -0.173 -0.196
H -4.6825 0.3284 6.9565 0.051 -0.146 0.168
H 0.2990 -0.0667 6.5508 -0.278 -0.048 -0.085
H 0.5769 2.5525 5.6980 0.011 -0.196 -0.092
H 0.4886 1.2763 4.4872 -0.130 0.095 0.194
H -1.1027 3.2368 4.1063 -0.040 -0.122 0.119
H -1.9142 1.6730 4.1725 0.017 0.030 0.152
H -3.1064 2.0721 9.0975 0.031 0.202 -0.315
H -4.5537 4.0745 8.7871 0.175 -0.032 -0.198
H -4.5136 5.3173 6.6205 0.076 -0.192 0.040
H -3.0759 4.5041 4.7466 -0.016 -0.057 0.337